DFT (ωB97M-V/def2-TZVPD) results for C36H20B4N4O32Y as an isolated structure in a non-equilibrium geometry.

Properties
charge	-1
calculated total energy	-4148.763482	Eh
HOMO-LUMO gap	0.05089	Ha
spin multiplicity	1
energy relative to the best compared isomer or geometry (same formula, charge and spin)	522.7	kcal per mole

Last column: Löwdin charge in e.
Positions of all 97 atoms, in Å:
Y1 -0.5785 0.0278 0.1493  2.1593
O1 2.1005 -1.8279 -5.8117  0.1208
C1 2.1760 -3.0015 -5.4551  -0.3715
O2 2.5507 -4.0731 -6.1380  0.2393
B1 2.4645 -5.2923 -5.3101  -0.8219
O3 1.7839 -4.7723 -4.0586  0.2177
C2 1.5407 -3.4584 -4.1490  -0.2803
O4 0.9177 -2.7299 -3.2621  -0.0098
O5 3.8817 -5.8237 -5.0784  0.1917
C3 3.9936 -7.0789 -5.4948  -0.3447
O6 4.9360 -7.8834 -5.3104  0.1009
C4 2.6397 -7.4533 -6.1746  -0.2828
O7 1.8141 -6.3809 -5.9609  0.2200
O8 2.4320 -8.5105 -6.7994  0.1112
O9 0.3569 -4.5111 0.9128  0.0790
C5 0.8654 -5.5967 1.1237  -0.4203
O10 1.9132 -6.0021 0.5341  0.2706
B2 2.2933 -7.3027 1.1394  -0.8827
O11 1.1883 -7.6788 2.0412  0.2488
C6 0.3525 -6.6472 2.1447  -0.3621
O12 -0.5822 -6.5514 2.8977  0.1432
O13 2.5712 -8.2936 0.0791  0.2342
C7 3.9093 -8.2030 -0.0849  -0.2796
O14 4.6724 -8.7200 -0.9694  0.1003
C8 4.5311 -7.5051 1.1458  -0.4095
O15 3.5507 -7.0315 1.7908  0.2610
O16 5.7257 -7.3225 1.3914  0.1147
O17 8.0593 6.8306 0.8180  0.1241
C9 6.8945 6.6297 1.1699  -0.3717
O18 6.1606 5.5328 1.2184  0.2115
B3 4.7677 5.8067 1.7429  -0.8005
O19 4.7320 7.2824 1.6357  0.2468
C10 5.9103 7.7385 1.4249  -0.4102
O20 6.1838 8.9474 1.4570  0.1122
O21 4.5313 5.3664 3.1229  0.2716
C11 3.4982 4.5982 3.0702  -0.3823
O22 3.0842 4.0190 4.0686  0.1089
C12 3.0469 4.3958 1.5654  -0.3333
O23 3.7965 5.1552 0.8249  0.2589
O24 2.1631 3.5939 1.1543  0.0241
O25 -7.8728 8.7467 -0.5517  0.1105
C13 -6.7093 8.3570 -0.4389  -0.3897
O26 -6.2528 7.5355 0.4216  0.2548
B4 -4.8414 7.2409 0.0945  -0.8211
O27 -4.5048 7.9741 -1.0991  0.2475
C14 -5.4742 8.7948 -1.3541  -0.3242
O28 -5.4563 9.6399 -2.2958  0.0753
O29 -4.5588 5.7909 -0.1931  0.1959
C15 -3.5805 5.2939 0.5903  -0.3463
O30 -3.1771 4.1304 0.6532  0.0497
C16 -3.0739 6.5007 1.4435  -0.3578
O31 -3.8409 7.5563 1.1938  0.2119
O32 -2.0564 6.4383 2.1496  0.1004
N1 -4.2588 -1.4010 -0.5490  0.0220
C17 -5.4395 -0.7536 -0.2082  -0.1632
C18 -6.6678 -1.0207 -0.6754  -0.0692
C19 -6.8279 -2.1483 -1.4935  -0.0365
C20 -5.6966 -2.8469 -1.9521  -0.0477
C21 -4.4703 -2.5030 -1.3713  -0.1307
H1 -5.2945 0.1124 0.4207  0.1031
H2 -7.5732 -0.4956 -0.4089  0.1169
H3 -7.7567 -2.6196 -1.7792  0.1125
H4 -5.8428 -3.6849 -2.6176  0.1105
H5 -3.6758 -3.2279 -1.4693  0.1025
N2 2.8956 -1.3131 2.2164  0.0352
C22 3.7994 -2.0559 1.4919  -0.1194
C23 4.9996 -2.5946 2.0246  -0.0410
C24 5.2272 -2.4225 3.3667  -0.0624
C25 4.2859 -1.7589 4.1638  -0.0618
C26 3.1398 -1.2301 3.5897  -0.1231
H6 3.6450 -2.3759 0.4721  0.1020
H7 5.7349 -3.1788 1.4913  0.1172
H8 6.1697 -2.7242 3.7991  0.1153
H9 4.5141 -1.8466 5.2158  0.1081
H10 2.4774 -0.7070 4.2634  0.0982
N3 -1.1666 2.2444 -3.0759  0.0230
C27 -1.8629 1.7566 -4.1696  -0.1459
C28 -2.3984 2.5073 -5.2109  -0.0701
C29 -2.2223 3.8878 -5.2469  -0.0419
C30 -1.4695 4.4454 -4.2012  -0.0287
C31 -0.9039 3.5896 -3.2270  -0.1201
H11 -2.1384 0.7163 -4.2608  0.0960
H12 -3.0770 2.1839 -5.9864  0.1099
H13 -2.5772 4.4645 -6.0882  0.1155
H14 -1.3291 5.5152 -4.1547  0.1124
H15 -0.2579 3.9647 -2.4470  0.1021
N4 -1.9928 -0.2134 3.8119  0.0224
C32 -2.6896 -1.3391 4.3541  -0.1205
C33 -3.2024 -1.3886 5.6100  -0.0828
C34 -3.1278 -0.2897 6.4136  -0.0715
C35 -2.4863 0.8456 6.0101  -0.0492
C36 -1.9332 0.8608 4.7061  -0.1128
H16 -2.7877 -2.2146 3.7292  0.1018
H17 -3.7412 -2.2911 5.8579  0.1188
H18 -3.6682 -0.2424 7.3474  0.1195
H19 -2.4359 1.7773 6.5539  0.1158
H20 -1.3451 1.7439 4.5043  0.1035


DFT (ωB97M-V/def2-TZVPD) results for a 12-piece molecular cluster, C29H57N5O31 overall in a non-equilibrium geometry.

Properties
calculated total energy	-3744.953647	Eh
HOMO-LUMO gap	0.38732	Ha
spin multiplicity	1
structure (SMILES)	C[C@H]1COC(=O)O1.C[C@H]1COC(=O)O1.C[C@H]1COC(=O)O1.C[N+](=O)[O-].C[N+](=O)[O-].C[N+](=O)[O-].C[N+](=O)[O-].C[N+](=O)[O-].COC(=O)OC.COC(=O)OC.COC(=O)OC.COC(=O)OC

Last column: Löwdin charge in e.
Positions of all 122 atoms, in Å:
C1 2.5176 -4.3165 -3.0880  0.0089
C2 2.8939 -2.9473 -3.6403  -0.3064
C3 2.5456 -2.6521 -5.0982  -0.0542
O1 1.5937 -1.5411 -5.0519  0.0219
C4 1.5834 -1.0577 -3.7491  -0.5255
O2 1.0371 -0.0325 -3.4486  0.1346
O3 2.2962 -1.8513 -2.9370  0.0592
H1 3.2357 -4.6841 -2.2958  0.1022
H2 2.4212 -5.0047 -3.9124  0.0786
H3 1.5532 -4.2017 -2.6135  0.0807
H4 3.9437 -2.7641 -3.6012  0.1136
H5 1.9554 -3.5189 -5.4085  0.1127
H6 3.3946 -2.4430 -5.7673  0.1416
C5 2.7094 0.2301 -0.9095  -0.0250
C6 4.0607 -0.1957 -0.3822  -0.2659
C7 4.0222 -1.2672 0.7629  -0.0975
O4 4.3155 -2.4067 0.0015  0.0265
C8 4.8515 -2.1592 -1.2353  -0.5456
O5 5.2756 -2.9952 -1.9678  0.1439
O6 4.7580 -0.8409 -1.4772  0.0902
H7 2.8859 0.8331 -1.7788  0.0843
H8 2.1296 0.8577 -0.2077  0.0762
H9 2.1512 -0.6819 -1.1700  0.0899
H10 4.6246 0.7032 -0.0799  0.1513
H11 3.0440 -1.3695 1.2921  0.1302
H12 4.8075 -1.0316 1.4965  0.1277
C9 1.0405 3.3689 5.3672  -0.0257
C10 2.2313 3.6823 4.5048  -0.2532
C11 3.6394 3.5548 5.2303  -0.0432
O7 4.1856 2.4071 4.5607  0.0529
C12 3.4557 2.0429 3.5137  -0.6007
O8 3.7891 1.2099 2.7346  0.1522
O9 2.2803 2.6853 3.3946  0.0547
H13 1.1392 2.4671 6.0415  0.1173
H14 0.1779 3.2376 4.6962  0.0939
H15 0.9566 4.2780 5.9087  0.0737
H16 2.0889 4.6219 3.9994  0.1361
H17 3.5490 3.2872 6.3614  0.1580
H18 4.3825 4.3271 5.1536  0.1176
C13 -5.6012 0.3712 -1.8033  -0.0004
O10 -5.8667 -1.0651 -1.8111  -0.0007
C14 -5.1518 -1.7323 -2.7296  -0.6710
O11 -4.3390 -1.2234 -3.4358  0.1175
O12 -5.5544 -2.9970 -2.7344  -0.0040
C15 -5.5302 -3.6808 -4.0341  0.0058
H19 -4.5583 0.6085 -1.5892  0.0719
H20 -6.2097 0.7106 -1.0083  0.0824
H21 -5.8425 0.7417 -2.8007  0.0993
H22 -5.9842 -4.6398 -3.7670  0.1007
H23 -4.5233 -3.9091 -4.3107  0.0740
H24 -6.0010 -3.1037 -4.8275  0.1021
C16 -4.2767 3.3190 -5.2549  -0.0357
O13 -4.1105 3.6908 -3.8690  -0.0024
C17 -4.3682 4.9859 -3.6584  -0.6037
O14 -4.7995 5.8103 -4.4390  0.1080
O15 -4.1165 5.1690 -2.3565  -0.0125
C18 -4.3308 6.4983 -1.8858  -0.0263
H25 -3.5925 3.9389 -5.8717  0.1061
H26 -5.2722 3.3774 -5.6429  0.0858
H27 -3.8854 2.2937 -5.3549  0.0946
H28 -4.8296 6.3542 -0.9807  0.0701
H29 -4.9319 7.0593 -2.6729  0.1171
H30 -3.3356 6.9231 -1.7546  0.0976
C19 4.1511 -0.4180 6.4673  -0.0328
O16 2.8639 -0.5268 5.9174  -0.0018
C20 2.1628 -1.6395 6.0122  -0.5981
O17 2.4933 -2.6263 6.6227  0.1223
O18 1.0157 -1.3835 5.3385  -0.0335
C21 -0.0066 -2.3973 5.3016  -0.0318
H31 4.8474 -0.5407 5.6698  0.0947
H32 4.3169 -1.0851 7.2867  0.0926
H33 4.3042 0.5765 6.8056  0.0729
H34 -0.8709 -1.9545 5.8015  0.0924
H35 0.3250 -3.3449 5.7596  0.0947
H36 -0.3128 -2.6423 4.2317  0.0939
C22 0.2874 0.2768 2.2777  -0.0019
O19 -0.3838 -0.1272 1.0661  -0.0347
C23 -1.2432 -1.1423 1.1219  -0.5833
O20 -1.4968 -1.8208 2.1295  0.0956
O21 -1.6976 -1.3852 -0.0981  -0.0016
C24 -2.7790 -2.2578 -0.2202  -0.0359
H37 -0.2739 0.9612 2.9162  0.0959
H38 1.1890 0.8327 1.9074  0.0817
H39 0.6089 -0.6048 2.8550  0.0915
H40 -3.1597 -2.2721 -1.2652  0.0880
H41 -3.5609 -1.8874 0.5002  0.1029
H42 -2.5483 -3.3433 -0.0138  0.1217
C25 -3.9507 0.8357 2.3367  0.0424
N1 -4.0967 -0.3465 3.1871  -0.4260
O22 -3.7192 -0.2131 4.3545  0.0531
O23 -4.6823 -1.3086 2.7371  0.0716
H43 -4.8276 1.0328 1.7991  0.0843
H44 -3.1983 0.6435 1.5963  0.0629
H45 -3.7057 1.6903 2.9364  0.1020
C26 1.8947 4.5433 0.3268  0.0798
N2 2.8640 4.8726 -0.7783  -0.4551
O24 4.0085 4.5425 -0.7249  0.0831
O25 2.3636 5.4483 -1.7143  0.0646
H46 2.0569 5.2664 1.0950  0.0994
H47 2.3023 3.6271 0.5866  0.0622
H48 0.9280 4.4377 0.0198  0.0536
C27 3.8299 -5.2761 2.4059  0.1191
N3 2.6729 -4.1748 2.1474  -0.4154
O26 2.1086 -4.1589 1.1093  0.0821
O27 2.4693 -3.3648 3.0392  0.0400
H49 4.6214 -4.6931 1.9977  0.0757
H50 3.7140 -6.1686 1.8574  0.0745
H51 3.8963 -5.3448 3.4506  0.0692
C28 -1.6802 -1.8529 -5.6148  0.0748
N4 -1.0287 -3.2251 -5.4487  -0.3905
O28 -0.5802 -3.4262 -4.3066  0.0365
O29 -1.0418 -3.9882 -6.4215  0.0558
H52 -2.2826 -1.8827 -6.4642  0.0720
H53 -0.8726 -1.1379 -5.6053  0.0845
H54 -2.2128 -1.7324 -4.6569  0.0857
C29 -0.8369 1.6076 -1.3093  0.0323
N5 -1.6944 2.0875 -0.2436  -0.4039
O30 -2.8876 1.8780 -0.4087  0.0508
O31 -1.2150 2.7994 0.6330  0.0598
H55 -1.3701 0.8308 -1.8643  0.1079
H56 0.0597 1.1689 -1.0358  0.0435
H57 -0.6500 2.4032 -2.0168  0.1179


DFT (ωB97M-V/def2-TZVPD) results for a 2-piece molecular cluster, C5H8BrNO2S overall in a non-equilibrium geometry.

Properties
calculated total energy	-3372.592542	Eh
HOMO-LUMO gap	0.35045	Ha
spin multiplicity	1
energy relative to the best compared isomer or geometry (same formula, charge and spin)	26.4	kcal per mole

Last column: natural (NBO) charge in e.
Positions of all 18 atoms, in Å:
C1 -0.0302 1.4438 1.3138  0.1350
C2 -1.4460 1.3661 -1.1872  -0.5642
C3 1.0721 -1.7378 1.7366  -0.8353
C4 -0.0655 0.6810 -1.5991  -0.5793
C5 0.6979 0.2738 -0.4107  -0.1954
N1 -0.4616 2.0374 2.1835  -0.4387
O1 -1.2278 -1.4006 0.6276  -0.9101
O2 0.5273 -2.2337 -0.9151  -0.9216
S1 0.1139 -1.3999 0.1592  2.1196
Br1 2.5161 0.7085 -0.2524  0.2198
H1 -1.8736 0.5968 -0.6380  0.2224
H2 -1.2795 2.1553 -0.4377  0.2314
H3 -2.0721 1.7069 -1.9767  0.2233
H4 2.1469 -1.7861 1.4452  0.2423
H5 0.7632 -0.7813 2.1718  0.2568
H6 0.6433 -2.7063 2.1701  0.2725
H7 0.4658 1.3069 -2.3137  0.2476
H8 -0.4902 -0.2307 -2.0771  0.2737